Entry 1:
{"formula": "C31H28As2KN4S3", "method": "ωB97M-V/def2-TZVPD", "symbols": ["K", "C", "C", "As", "C", "C", "C", "C", "C", "C", "C", "C", "C", "C", "C", "C", "As", "C", "C", "C", "C", "C", "C", "C", "C", "C", "C", "C", "C", "H", "H", "H", "H", "H", "H", "H", "H", "H", "H", "H", "H", "H", "H", "H", "H", "H", "H", "H", "H", "H", "H", "H", "H", "S", "C", "C", "N", "C", "S", "C", "N", "N", "C", "N", "S", "H", "H", "H", "H"], "coordinates": [[-0.15, -0.17, 0.26], [2.30, 3.27, 0.52], [3.30, 2.39, -0.22], [2.97, 0.46, 0.01], [3.20, 0.30, 1.94], [2.55, -0.76, 2.57], [2.63, -0.93, 3.94], [3.38, -0.04, 4.70], [4.04, 1.01, 4.08], [3.95, 1.18, 2.71], [4.73, -0.21, -0.55], [4.78, -1.32, -1.38], [6.00, -1.85, -1.79], [7.18, -1.27, -1.37], [7.15, -0.17, -0.53], [5.93, 0.35, -0.12], [0.42, 2.93, -0.02], [-0.25, 4.73, 0.37], [0.23, 5.47, 1.45], [-0.26, 6.74, 1.71], [-1.24, 7.29, 0.89], [-1.74, 6.55, -0.17], [-1.25, 5.27, -0.42], [0.70, 3.22, -1.94], [1.30, 4.37, -2.46], [1.49, 4.52, -3.82], [1.08, 3.52, -4.69], [0.49, 2.37, -4.20], [0.30, 2.23, -2.83], [2.53, 4.32, 0.36], [2.35, 3.07, 1.59], [4.32, 2.64, 0.08], [3.24, 2.58, -1.30], [1.96, -1.45, 1.98], [2.10, -1.73, 4.42], [3.44, -0.16, 5.77], [4.62, 1.71, 4.67], [4.46, 2.02, 2.25], [3.85, -1.78, -1.72], [6.02, -2.72, -2.44], [8.13, -1.68, -1.69], [8.07, 0.29, -0.18], [5.92, 1.19, 0.56], [0.97, 5.04, 2.11], [0.12, 7.30, 2.56], [-1.61, 8.28, 1.09], [-2.52, 6.96, -0.79], [-1.66, 4.70, -1.24], [1.61, 5.16, -1.78], [1.96, 5.42, -4.21], [1.22, 3.64, -5.76], [0.17, 1.59, -4.87], [-0.18, 1.34, -2.44], [-3.06, 0.09, 0.35], [-3.30, 0.35, 2.07], [-4.68, 0.38, 2.43], [-5.81, 0.41, 2.67], [-2.36, 0.50, 3.06], [-0.62, 0.53, 2.94], [-2.84, 0.67, 4.39], [-3.18, 0.79, 5.49], [-2.48, -2.86, -0.84], [-1.58, -3.11, 0.14], [-1.98, -2.79, 1.38], [-0.09, -3.81, -0.19], [-3.16, -2.13, -0.65], [-2.14, -2.96, -1.78], [-2.65, -2.03, 1.45], [-1.28, -2.83, 2.11]], "largest_force_ha_per_bohr": 0.01911, "charge": -1, "e_tot_ev": -209072.664}

---

Entry 2:
{"formula": "C31H28AsN2PPdS2", "method": "ωB97M-V/def2-TZVPD", "symbols": ["Pd", "C", "P", "C", "C", "C", "C", "C", "C", "C", "H", "H", "H", "H", "H", "H", "H", "H", "H", "H", "H", "S", "C", "C", "C", "C", "C", "C", "C", "As", "C", "C", "C", "C", "C", "C", "C", "C", "C", "C", "C", "C", "H", "H", "H", "H", "H", "H", "H", "H", "H", "H", "H", "H", "H", "S", "C", "N", "C", "C", "C", "N", "H", "H", "H", "H"], "coordinates": [[1.33, 0.35, 0.24], [3.38, -1.41, -1.79], [3.20, 0.21, -1.03], [2.84, 1.35, -2.38], [4.74, 0.67, -0.26], [5.18, 2.00, -0.32], [6.42, 2.34, 0.20], [7.21, 1.38, 0.81], [6.78, 0.06, 0.89], [5.55, -0.29, 0.37], [3.86, -2.12, -1.13], [4.01, -1.28, -2.68], [2.41, -1.80, -2.09], [3.70, 1.35, -3.06], [2.65, 2.36, -2.04], [1.96, 0.98, -2.91], [4.57, 2.76, -0.79], [6.76, 3.37, 0.13], [8.18, 1.66, 1.21], [7.41, -0.69, 1.35], [5.26, -1.34, 0.38], [0.95, 4.02, 0.26], [0.97, 2.53, 0.13], [-4.68, -0.76, -4.58], [-4.76, -1.67, -3.54], [-3.98, -1.50, -2.41], [-3.15, -0.40, -2.33], [-3.05, 0.52, -3.37], [-3.83, 0.34, -4.50], [-2.17, -0.07, -0.72], [-2.92, -1.09, 0.69], [-2.82, -2.45, 0.93], [-3.55, -2.98, 1.99], [-4.33, -2.14, 2.78], [-4.39, -0.77, 2.55], [-3.66, -0.23, 1.50], [-3.56, 1.21, 1.17], [-4.22, 2.24, 1.83], [-4.05, 3.56, 1.42], [-3.24, 3.88, 0.34], [-2.57, 2.87, -0.34], [-2.75, 1.56, 0.08], [-5.28, -0.90, -5.47], [-5.44, -2.52, -3.61], [-4.05, -2.22, -1.60], [-2.38, 1.37, -3.31], [-3.78, 1.05, -5.31], [-2.22, -3.09, 0.29], [-3.53, -4.04, 2.18], [-4.90, -2.57, 3.60], [-4.99, -0.15, 3.20], [-4.87, 2.02, 2.67], [-4.58, 4.34, 1.94], [-3.14, 4.91, 0.02], [-1.96, 3.10, -1.21], [-0.15, -0.75, -1.20], [1.81, -1.02, 1.58], [2.95, -1.49, 2.12], [2.93, -2.38, 3.14], [1.73, -2.80, 3.64], [0.58, -2.24, 3.08], [0.65, -1.38, 2.06], [3.84, -1.13, 1.80], [3.89, -2.71, 3.52], [1.68, -3.52, 4.45], [-0.41, -2.47, 3.46]], "largest_force_ha_per_bohr": 0.03151, "charge": 3, "spin_multiplicity": 2, "e_tot_ev": -130831.932}